Formula: C22H22ClN3O4
Source: OMol25
Level of theory: ωB97M-V with the def2-TZVPD basis set

- E_tot: -48354.8072 eV
- Highest occupied orbital energy: -8.45 eV
- Net charge: 0
- LUMO level: 0.46 eV
- Structure (SMILES): C=CCNC(=O)[C@@H]1CC(=O)N(c2ccc(OCC(=O)Nc3ccc(Cl)cc3)cc2)C1
- Frontier orbital gap: 8.909 eV
- Max |F|: 0.0123 Eh/bohr
- Energy above the lowest of the compared OMol25 structures with the same formula, charge and spin: 16.4 kcal per mole

```
52
Properties=species:S:1:pos:R:3:forces:R:3
C 7.842 -0.560 2.482 0.1 -0.1 0.0
C 6.721 -0.139 3.037 -0.2 0.1 -0.1
C 5.782 0.841 2.401 0.1 0.2 0.0
N 4.429 0.322 2.359 0.4 -0.3 -0.3
C 3.423 0.859 3.081 -0.6 -0.2 -0.1
O 3.549 1.858 3.754 0.0 0.3 0.3
C 2.090 0.122 2.968 0.1 0.1 0.1
C 2.142 -1.348 3.383 -0.1 0.0 0.0
C 1.161 -2.054 2.455 0.3 -0.1 0.4
O 0.772 -3.189 2.593 -0.1 -0.3 0.0
N 0.836 -1.192 1.449 0.0 0.4 0.0
C -0.035 -1.461 0.382 -0.2 -0.1 -0.3
C -0.979 -2.486 0.463 0.0 -0.1 0.1
C -1.834 -2.730 -0.589 0.0 0.2 -0.3
C -1.778 -1.959 -1.748 0.2 0.0 0.2
C -0.848 -0.933 -1.832 -0.3 -0.1 -0.3
C 0.015 -0.692 -0.777 0.1 -0.1 0.3
H 0.730 0.108 -0.880 0.1 0.1 0.0
H -0.780 -0.307 -2.708 0.0 0.1 -0.1
O -2.690 -2.275 -2.726 -0.1 -0.1 0.2
C -2.576 -1.631 -3.972 0.1 0.1 -0.3
C -2.976 -0.148 -3.952 0.0 -0.5 0.2
O -2.552 0.635 -4.771 0.1 0.1 -0.2
N -3.844 0.129 -2.948 -0.2 -0.4 0.3
C -4.414 1.351 -2.585 -0.1 0.4 0.0
C -4.210 2.520 -3.313 0.1 -0.1 -0.1
C -4.802 3.700 -2.905 -0.2 0.0 0.2
C -5.598 3.719 -1.772 0.1 -0.2 -0.1
C -5.808 2.562 -1.038 0.0 0.1 -0.1
C -5.216 1.383 -1.445 0.1 0.0 -0.1
H -5.375 0.479 -0.876 0.0 -0.1 0.1
H -6.429 2.585 -0.156 -0.1 0.0 0.1
Cl -6.338 5.197 -1.265 -0.1 0.2 0.1
H -4.645 4.606 -3.470 0.0 0.1 0.0
H -3.590 2.498 -4.194 0.0 0.0 0.0
H -4.087 -0.655 -2.352 0.2 0.1 -0.2
H -3.267 -2.158 -4.637 0.1 0.1 0.1
H -1.565 -1.718 -4.388 -0.1 0.1 0.1
H -2.562 -3.524 -0.531 -0.1 -0.1 0.0
H -1.032 -3.097 1.347 0.0 0.0 0.0
C 1.543 0.073 1.532 0.1 0.2 -0.1
H 0.861 0.903 1.332 0.1 0.0 0.0
H 2.356 0.107 0.795 -0.1 0.1 0.0
H 1.856 -1.510 4.421 0.0 0.0 -0.1
H 3.128 -1.798 3.244 0.0 0.0 0.0
H 1.386 0.660 3.608 0.1 0.0 -0.1
H 4.290 -0.540 1.856 -0.1 0.1 0.1
H 5.733 1.756 3.000 0.0 -0.1 -0.2
H 6.114 1.090 1.388 0.0 0.0 0.1
H 6.415 -0.495 4.011 0.0 -0.1 0.2
H 8.496 -1.257 2.975 0.1 -0.1 0.1
H 8.160 -0.210 1.513 0.0 0.1 -0.2
```
Positions in Å, forces in eV/Å.


Formula: C22H22ClN5O2S2
Source: OMol25
Level of theory: ωB97M-V with the def2-TZVPD basis set

- E_tot: -68911.4443 eV
- Highest occupied orbital energy: -8.03 eV
- Net charge: 0
- LUMO level: -0.33 eV
- Structure (SMILES): CCSc1ncc(Cl)c(C(=O)Nc2sc3c(c2C(=O)NCc2cccnc2)CCCC3)n1
- Frontier orbital gap: 7.699 eV
- Max |F|: 0.0205 Eh/bohr
- Energy above the lowest of the compared OMol25 structures with the same formula, charge and spin: 0.9 kcal per mole

```
54
Properties=species:S:1:pos:R:3:forces:R:3
C 2.803 1.734 -0.040 0.0 0.0 0.1
C 3.031 0.960 1.242 0.3 -0.4 -0.2
H 2.128 0.438 1.549 0.0 0.1 0.1
H 3.363 1.620 2.043 0.0 -0.1 0.1
S 4.366 -0.277 1.072 0.2 0.4 0.4
C 3.599 -1.488 0.102 -0.4 0.0 -0.1
N 2.321 -1.341 -0.215 0.0 -0.1 0.0
C 1.745 -2.269 -0.974 0.8 -0.7 -0.2
C 2.473 -3.376 -1.418 -0.2 0.5 0.2
C 3.811 -3.443 -1.009 -0.5 -0.1 -0.2
N 4.366 -2.518 -0.267 0.4 0.2 0.2
H 4.440 -4.273 -1.300 0.0 -0.1 -0.1
Cl 1.797 -4.608 -2.395 0.2 -0.3 -0.1
C 0.310 -2.026 -1.302 -0.4 0.1 0.0
O -0.336 -2.641 -2.132 0.4 -0.1 0.1
N -0.225 -1.019 -0.571 0.4 0.1 0.3
C -1.519 -0.622 -0.721 -0.4 0.0 -0.1
C -2.150 0.364 0.019 0.4 -0.4 -0.4
C -3.496 0.559 -0.435 -0.2 -0.2 -0.2
C -3.831 -0.293 -1.442 0.4 -0.1 0.1
S -2.533 -1.359 -1.901 -0.6 0.6 0.3
C -5.145 -0.348 -2.143 -0.2 0.0 -0.1
C -6.193 0.441 -1.360 0.1 0.1 -0.2
C -5.609 1.789 -0.951 -0.1 -0.1 0.3
C -4.472 1.593 0.053 -0.1 0.1 -0.2
H -3.961 2.547 0.204 0.0 0.0 0.1
H -4.905 1.271 1.009 0.0 0.1 0.1
H -6.381 2.419 -0.505 0.0 0.1 0.0
H -5.227 2.298 -1.838 0.0 0.1 0.0
H -7.085 0.582 -1.972 0.0 0.0 0.0
H -6.480 -0.115 -0.466 -0.1 0.0 0.0
H -5.457 -1.387 -2.267 0.0 0.0 -0.1
H -5.036 0.078 -3.146 -0.1 0.0 0.0
C -1.409 0.999 1.115 -0.3 -0.1 -0.2
O -0.197 0.845 1.264 0.1 0.0 0.2
N -2.109 1.764 1.985 -0.2 0.2 0.3
H -3.113 1.744 1.971 0.0 0.0 -0.1
C -1.449 2.345 3.139 0.2 -0.1 0.0
C -0.266 3.179 2.726 0.1 0.3 0.0
C -0.375 4.126 1.715 0.1 0.0 0.2
C 0.740 4.867 1.362 -0.1 -0.1 0.1
C 1.927 4.631 2.039 0.0 0.2 -0.2
N 2.042 3.735 3.003 0.5 0.0 0.2
C 0.976 3.030 3.333 -0.5 -0.1 0.0
H 1.123 2.303 4.121 -0.1 -0.2 0.1
H 2.829 5.179 1.799 0.0 0.1 -0.1
H 0.689 5.608 0.579 0.0 0.1 -0.1
H -1.318 4.274 1.207 -0.1 0.0 -0.1
H -1.109 1.555 3.820 -0.1 0.1 0.0
H -2.179 2.969 3.661 0.0 -0.1 0.0
H 0.328 -0.483 0.111 -0.1 -0.2 -0.3
H 2.536 1.060 -0.850 0.0 0.0 -0.1
H 3.693 2.292 -0.320 0.1 0.1 -0.1
H 1.981 2.430 0.112 -0.1 0.1 0.0
```
Positions in Å, forces in eV/Å.


Formula: C22H22ClNO2
Source: OMol25
Level of theory: ωB97M-V with the def2-TZVPD basis set

- E_tot: -41278.5947 eV
- Highest occupied orbital energy: -8.27 eV
- Net charge: 0
- LUMO level: 0.74 eV
- Structure (SMILES): COc1ccc(CNC[C@@](O)(c2ccccc2)c2ccc(Cl)cc2)cc1
- Frontier orbital gap: 9.004 eV
- Max |F|: 0.0076 Eh/bohr
- Energy above the lowest of the compared OMol25 structures with the same formula, charge and spin: 34.0 kcal per mole

```
48
Properties=species:S:1:pos:R:3:forces:R:3
C -5.500 -0.760 -0.093 -0.1 -0.2 0.1
H -4.860 -1.641 0.010 0.0 0.1 0.0
O -4.844 0.285 -0.772 0.2 0.2 -0.2
C -3.720 0.817 -0.217 0.1 0.2 0.0
C -3.129 0.384 0.965 -0.3 -0.2 0.0
C -1.975 0.996 1.421 0.0 0.2 -0.1
C -1.395 2.053 0.735 0.1 0.1 0.0
C -2.000 2.487 -0.439 -0.1 -0.1 0.1
C -3.144 1.879 -0.913 -0.2 -0.2 0.0
H -3.615 2.211 -1.825 -0.1 0.0 -0.1
H -1.578 3.320 -0.984 0.1 0.1 -0.1
C -0.082 2.628 1.204 0.0 -0.1 0.1
N 1.050 1.756 0.897 0.1 -0.2 0.1
H 0.856 0.840 1.293 0.0 0.1 0.0
C 1.304 1.623 -0.529 0.2 0.0 -0.2
H 2.089 2.330 -0.820 0.0 -0.1 -0.1
C 1.734 0.210 -0.965 -0.1 0.1 0.4
C 0.606 -0.750 -0.602 0.1 0.0 -0.1
C -0.495 -0.851 -1.443 0.1 0.0 0.0
C -1.559 -1.674 -1.125 0.0 -0.1 0.1
C -1.521 -2.397 0.055 0.2 0.1 0.0
C -0.439 -2.303 0.914 -0.1 -0.1 0.0
C 0.621 -1.479 0.581 -0.1 0.0 -0.1
H 1.473 -1.419 1.244 0.1 0.0 0.1
H -0.424 -2.869 1.832 0.0 -0.1 0.1
Cl -2.839 -3.441 0.467 -0.2 -0.2 0.1
H -2.409 -1.750 -1.785 -0.1 0.0 0.0
H -0.510 -0.279 -2.358 0.0 0.0 -0.1
C 3.047 -0.261 -0.362 0.1 0.1 -0.1
C 3.779 0.493 0.545 -0.1 0.0 -0.1
C 4.986 0.018 1.032 0.1 0.0 0.1
C 5.476 -1.209 0.622 0.1 0.0 0.1
C 4.747 -1.971 -0.275 0.0 -0.1 -0.1
C 3.541 -1.500 -0.761 0.0 0.1 0.1
H 2.969 -2.114 -1.446 -0.1 -0.1 0.0
H 5.114 -2.935 -0.595 0.0 -0.1 0.0
H 6.419 -1.574 1.002 0.1 0.0 0.0
H 5.546 0.614 1.737 0.1 0.1 0.1
H 3.398 1.441 0.886 -0.1 0.1 0.0
O 1.866 0.315 -2.377 0.0 0.1 -0.2
H 2.271 -0.494 -2.713 0.0 0.1 0.0
H 0.413 1.854 -1.128 0.1 0.0 0.0
H 0.106 3.596 0.734 -0.1 0.0 0.1
H -0.092 2.764 2.289 0.0 0.1 -0.1
H -1.522 0.643 2.337 0.0 -0.1 0.1
H -3.552 -0.429 1.534 -0.1 -0.1 0.0
H -5.842 -0.442 0.897 0.0 0.0 0.0
H -6.364 -1.012 -0.707 0.0 0.0 0.1
```
Positions in Å, forces in eV/Å.


- Among the records above, which one has the highest E_tot?
  C22H22ClNO2